The following is a DFT calculation (the ωB97M-V functional and the def2-TZVPD basis) of a 3-piece molecular cluster, C12H33BClN5O2P overall.

Values from the calculation:
HOMO-LUMO gap (eV): 6.009
Total charge: -1
Energy (Ha): -1727.7919
LUMO energy (eV): 2.18

Each line ends with the Löwdin charge.
Atoms and positions in Å:
C  0.68185  -4.48687  1.19710  -0.124
C  -0.39712  -4.73821  2.29063  -0.240
C  -1.87040  -4.35243  1.89839  -0.214
C  -2.14161  -4.13749  0.38372  -0.210
C  -1.91609  -2.64502  -0.08510  -0.203
C  -0.85040  -2.50573  -1.19869  -0.214
C  -0.77609  -1.05579  -1.79981  -0.199
C  -0.59502  0.05859  -0.72665  -0.204
C  0.88315  0.58534  -0.59897  -0.252
C  0.87595  2.11988  -0.20454  -0.275
B  1.75100  2.39844  1.15270  -1.113
Cl  0.95263  1.51892  2.63714  0.343
P  3.61521  1.88264  0.99429  0.660
N  4.59311  3.17426  0.85034  -0.401
H  1.59857  -5.01838  1.52923  0.067
H  0.97065  -3.42373  1.16098  0.075
H  0.43787  -4.89734  0.20950  0.057
H  -0.12037  -4.09130  3.14500  0.097
H  -0.30095  -5.78015  2.63614  0.088
H  -2.51153  -5.20243  2.21520  0.092
H  -2.18374  -3.50201  2.52401  0.101
H  -3.22698  -4.31905  0.23918  0.095
H  -1.63544  -4.86362  -0.27233  0.094
H  -2.87524  -2.25798  -0.50300  0.082
H  -1.69725  -2.06019  0.82257  0.099
H  0.15616  -2.84138  -0.90621  0.085
H  -1.15994  -3.15971  -2.04294  0.104
H  -1.64376  -0.88195  -2.46174  0.098
H  0.13509  -1.04187  -2.43099  0.092
H  -1.19774  0.94280  -1.00026  0.097
H  -0.89955  -0.24872  0.28488  0.093
H  1.43867  0.00026  0.15388  0.073
H  1.38328  0.49828  -1.58276  0.091
H  -0.15320  2.46182  0.02612  0.072
H  1.28600  2.72436  -1.03813  0.085
H  1.72263  3.57748  1.39529  0.019
H  3.82769  0.99476  -0.11807  -0.028
H  4.01295  1.22546  2.20323  -0.041
H  4.02967  4.01717  0.83782  -0.095
C  4.78004  5.96149  -1.67789  -0.697
O  3.80652  5.23527  -1.61383  0.027
N  5.88540  5.77597  -0.90368  0.148
N  4.84358  7.02903  -2.53737  0.127
H  6.69413  6.36409  -0.94320  0.079
H  5.87328  4.99629  -0.25616  0.064
H  4.04625  7.19315  -3.12082  0.090
H  5.63269  7.64075  -2.60851  0.076
C  -5.48550  -0.28408  -0.07823  -0.670
O  -4.34627  -0.69542  -0.21631  0.036
N  -5.87856  0.41841  1.02269  0.150
N  -6.45896  -0.49242  -1.01363  0.144
H  -6.80666  0.76756  1.15951  0.087
H  -5.18496  0.58944  1.72710  0.108
H  -6.20067  -1.00505  -1.83512  0.101
H  -7.40004  -0.16364  -0.92166  0.086